--- w ---
DFT (the ωB97M-V functional and the def2-TZVPD basis) results for a cluster of 7 separate species, C5H19NO6 in total.

As for the multiplicity: 1. Its SMILES is Cc1ccc[nH]1.O.O.O.O.O.O. The LUMO energy comes out at 0.014 hartree. As for the HOMO energy: -8.412 eV. The value obtained for the orbital gap is 0.3235 Eh.

Last column: Löwdin charge in e.
CARTESIAN COORDINATES (ANGSTROEM)
C 0.22928 -0.94590 1.03833  -0.1219
C 0.37874 -2.30464 1.11616  -0.1447
N 0.06303 -2.83738 -0.12226  0.0659
C -0.23697 -1.79779 -0.96119  -0.3173
C -0.11736 -0.59870 -0.30680  -0.0584
C -0.80524 -2.10422 -2.32697  -0.0207
H 0.38084 -0.18155 1.76927  0.0935
H 0.76238 -2.85988 1.95573  0.1065
H 0.22680 -3.78640 -0.39210  0.1482
H -0.09263 0.38249 -0.74639  0.0922
H -1.78999 -1.63808 -2.36754  0.0805
H -0.18175 -1.72331 -3.13291  0.0746
H -0.92690 -3.16631 -2.53042  0.0697
H -1.11650 3.67895 1.31074  0.0539
H -1.19781 3.45334 -0.17069  0.0228
O -1.67680 3.88615 0.55243  -0.0587
H -3.70913 1.27989 0.42156  0.0447
H -2.56793 2.31176 0.81544  0.0025
O -2.77123 1.38500 0.58797  -0.0668
H 2.75432 -1.54981 0.54587  0.0315
H 4.03712 -0.79772 0.84725  0.0519
O 3.42872 -0.98043 0.12370  -0.0549
H 1.42744 2.78324 -0.09389  0.0389
H 1.00877 2.41532 -1.52644  0.0099
O 0.80178 2.99421 -0.78813  -0.0597
H 3.25765 0.97152 -2.02033  0.0520
H 2.27213 0.29406 -0.99942  0.0073
O 2.36950 0.99906 -1.66075  -0.0659
H -2.55877 0.56546 2.55930  -0.0082
H -1.42504 -0.29927 3.13015  -0.0032
O -2.22446 0.17091 3.37235  -0.0662

--- x ---
DFT (the ωB97M-V functional and the def2-TZVPD basis) results for a cluster of 5 separate species, C5H19NO6 in total.

As for the multiplicity: 1. Its SMILES is CN[C@H](CO)CC=O.O.O.O.O. The LUMO energy comes out at 0.006 hartree. As for the HOMO energy: -9.589 eV. The value obtained for the orbital gap is 0.3584 Eh.

Last column: Löwdin charge in e.
CARTESIAN COORDINATES (ANGSTROEM)
C -1.06566 1.35568 -2.00010  -0.1234
N -0.18051 0.26588 -1.59324  -0.1343
C 0.97620 0.63093 -0.65829  -0.3191
C 1.92746 1.62519 -1.40537  -0.1306
C 2.73742 0.93783 -2.46313  -0.2898
O 2.61460 1.06309 -3.65371  0.0485
C 0.53368 1.21451 0.62679  -0.3055
O 1.43947 1.23433 1.67177  -0.0545
H -1.21293 1.93899 -0.92887  0.1236
H -2.02586 0.78078 -2.06340  0.0770
H -0.84220 1.96502 -2.90886  0.0862
H 0.12223 -0.21953 -2.43195  0.1083
H 1.47246 -0.46561 -0.54843  0.1734
H 2.45995 2.06688 -0.59332  0.1029
H 1.46200 2.54592 -1.90327  0.1472
H 3.48370 0.10201 -2.03563  0.1542
H -0.44721 0.81920 0.95240  0.1227
H 0.31061 2.39014 0.35310  0.1669
H 1.36824 0.44828 2.23846  0.0701
H -1.57578 -2.51104 -1.01176  0.0438
H -1.48223 -1.00949 -0.56227  0.0008
O -2.06285 -1.80977 -0.54277  -0.0930
H 1.56534 -2.13117 2.39134  0.0732
H 1.32946 -1.50221 1.12073  0.0170
O 1.89497 -1.36116 1.88029  -0.0437
H -2.44743 -1.26231 1.93348  0.0585
H -3.97143 -0.82141 1.68504  0.0111
O -3.43039 -1.36602 2.20801  -0.0810
H -1.66282 -2.91709 2.94452  0.0536
H -2.06146 -1.73223 3.72853  0.0471
O -1.22904 -2.27562 3.56992  -0.1113

--- y ---
DFT (the ωB97M-V functional and the def2-TZVPD basis) results for a cluster of 5 separate species, C5H19NO6 in total.

As for the multiplicity: 1. Its SMILES is C[C@H](O)CCNC=O.O.O.O.O. The LUMO energy comes out at 0.019 hartree. As for the HOMO energy: -9.568 eV. The value obtained for the orbital gap is 0.3703 Eh.

Last column: Löwdin charge in e.
CARTESIAN COORDINATES (ANGSTROEM)
C -2.34317 0.50907 -0.58721  -0.1778
N -1.39151 -0.53136 -1.07227  0.0330
C -1.80843 -1.83385 -1.26983  -0.2972
O -0.89088 -2.62847 -1.43061  -0.0326
C -1.87111 1.85838 0.01424  -0.1529
C -0.64856 1.68977 0.84781  -0.4532
C -0.08524 2.95025 1.55590  -0.0272
O 0.36272 1.10251 0.07333  -0.0724
H -2.98196 0.74972 -1.51808  0.1345
H -3.04472 -0.00525 0.02860  0.0934
H -0.43198 -0.26943 -1.21966  0.1175
H -2.83201 -2.25200 -1.29951  0.1449
H -2.81620 2.30202 0.43184  0.1393
H -1.65039 2.56972 -0.79541  0.1198
H -0.92494 0.85329 1.59836  0.1661
H -0.30618 3.79863 0.92389  0.0726
H 0.96663 2.89462 1.78785  0.0702
H -0.52176 3.14633 2.57746  0.0975
H 1.04722 1.70406 -0.23663  0.0896
H 2.57130 0.15207 -1.48979  -0.0163
H 3.11019 1.56481 -1.81078  0.0326
O 2.59953 0.83516 -2.18627  -0.0821
H 0.19804 -4.52768 0.00711  0.0480
H 0.94748 -3.41768 -0.66168  0.0206
O 1.07798 -4.13753 -0.02832  -0.0657
H 2.61665 -0.21559 0.62687  0.0374
H 2.99064 -1.55167 0.12699  0.0488
O 3.23099 -0.62382 -0.00037  -0.0516
H 1.27642 -2.93376 1.49372  0.0055
H 0.36089 -1.69177 1.59591  0.0249
O 1.19233 -2.06059 1.91654  -0.0672

w is preferred energetically. Next in line: 0.0252 hartree higher.

--- w ---
DFT (the ωB97M-V functional and the def2-TZVPD basis) results for an isolated molecule of CH4BNO2.

As for the multiplicity: 1. Its SMILES is CBON=O. The LUMO energy comes out at -0.005 hartree. As for the HOMO energy: -10.623 eV. The value obtained for the orbital gap is 0.3855 Eh.

Last column: Löwdin charge in e.
CARTESIAN COORDINATES (ANGSTROEM)
B 0.67315 0.18088 -0.26560  -0.3733
C -0.66960 0.50961 -0.94559  -0.0314
N 0.55583 -0.37004 2.25133  0.0082
O 0.15058 -1.44218 2.54394  0.0771
O 0.90758 -0.26933 0.93274  0.0644
H -0.68679 1.16544 -1.78222  0.0432
H 1.59499 0.01550 -0.88022  0.0713
H -1.61259 0.62099 -0.37742  0.0710
H -0.91316 -0.41088 -1.47696  0.0696

--- x ---
DFT (the ωB97M-V functional and the def2-TZVPD basis) results for a cluster of 2 separate species, CH4BNO2 in total.

As for the multiplicity: 1. The LUMO energy (alpha / beta) comes out at -0.029 / -0.029 hartree. As for the HOMO energy (alpha / beta): -9.904 / -9.903 eV. The value obtained for the orbital gap (alpha / beta) is 0.3349 / 0.3349 Eh.

Last column: Löwdin charge in e.
CARTESIAN COORDINATES (ANGSTROEM)
B 0.12170 -1.42340 -0.22392  -0.1762
C -1.13789 1.21710 0.16089  0.0875
N -1.65047 0.04219 0.10116  -0.3899
O -2.80542 -0.24201 -0.25911  0.0275
O -0.92398 -1.07058 0.49700  0.0433
H 0.70021 -0.78225 -1.06763  0.0568
H 0.58950 -2.48598 0.00287  0.0430
H -1.55554 2.20784 0.33010  0.0665
H 0.33443 1.10749 1.25334  0.2415

w is preferred energetically. Next in line: 0.1600 hartree higher.

--- w ---
DFT (the ωB97M-V functional and the def2-TZVPD basis) results for an isolated molecule of CH4BNO2.

As for the multiplicity: 1. Its SMILES is CBON=O. The LUMO energy comes out at -0.009 hartree. As for the HOMO energy: -10.625 eV. The value obtained for the orbital gap is 0.3811 Eh.

Last column: Löwdin charge in e.
CARTESIAN COORDINATES (ANGSTROEM)
B 1.01547 -0.58154 0.22768  -0.2479
C -0.22625 0.41920 0.05006  -0.0453
N 2.88868 -1.02581 1.59934  -0.0612
O 3.61455 -1.21350 0.64758  0.0328
O 1.77340 -0.43317 1.35670  0.0296
H 1.35684 -1.52015 -0.59836  0.1100
H 0.10799 1.55831 0.05667  0.1156
H -1.01475 0.22679 0.74277  0.0424
H -0.66337 0.18351 -0.88903  0.0239

--- x ---
DFT (the ωB97M-V functional and the def2-TZVPD basis) results for an isolated molecule of CH4BNO2.

As for the multiplicity: 1. Its SMILES is BO[N+](=C)[O-]. The LUMO energy comes out at 0.018 hartree. As for the HOMO energy: -9.676 eV. The value obtained for the orbital gap is 0.3731 Eh.

Last column: Löwdin charge in e.
CARTESIAN COORDINATES (ANGSTROEM)
B -0.85286 0.27718 -1.38527  -0.1577
C 0.39844 -0.24815 1.50743  0.1211
N 0.77502 -0.25855 0.25276  -0.3173
O 1.84554 -0.09424 -0.33111  0.0380
O -0.31730 -0.55887 -0.56892  0.0652
H -1.63122 -0.02873 -2.06753  0.0094
H -0.48507 1.44635 -1.54529  0.0743
H -0.62268 -0.46357 1.70877  0.0830
H 0.89011 -0.07141 2.42915  0.0840

--- y ---
DFT (the ωB97M-V functional and the def2-TZVPD basis) results for a cluster of 2 separate species, CH4BNO2 in total.

As for the multiplicity: 1. Its SMILES is C#[N+][O-].BO. The LUMO energy comes out at 0.001 hartree. As for the HOMO energy: -10.654 eV. The value obtained for the orbital gap is 0.3922 Eh.

Last column: Löwdin charge in e.
CARTESIAN COORDINATES (ANGSTROEM)
B 1.29628 0.53589 -0.20904  -0.2297
C -2.47007 -0.79678 0.13008  0.1238
N -3.49798 -0.25958 0.30416  -0.2197
O -4.41944 0.47257 0.22334  0.0694
O 0.34742 1.43858 -0.34859  0.0572
H 2.47006 1.09646 -0.22047  0.0602
H 1.06867 -0.56574 -0.08434  0.0085
H -2.06898 -1.66492 0.56855  0.0654
H -0.44859 1.08192 -0.73650  0.0649

w is preferred energetically. Next in line: 0.0235 hartree higher.